ORCA calculation (wB97M-V/def2-TZVPD) on C50H72FN5O7Y as an isolated structure.

Its net charge is +1. The value obtained for the highest occupied orbital energy (spin up / spin down) is -8.405 / -8.395 eV. Its multiplicity is 1. The value obtained for the energy relative to the best compared isomer or geometry (same formula, charge and spin) is 17.07 kJ/mol. Its HOMO-LUMO gap (spin up / spin down) is 5.3 / 5.1 eV.

Atoms and positions in Å:
1 Y 0.183 1.281 -1.518
2 C -0.537 2.427 -4.661
3 N 0.453 1.519 -4.058
4 C 0.316 0.188 -4.668
5 C 1.792 2.084 -4.299
6 C 2.886 1.252 -3.667
7 N 2.790 1.211 -2.190
8 C 3.418 -0.062 -1.732
9 C 3.080 -0.583 -0.371
10 C 4.086 -0.825 0.560
11 C 3.844 -1.570 1.700
12 C 2.548 -2.069 1.863
13 C 1.515 -1.869 0.961
14 C 1.776 -1.072 -0.186
15 O 0.860 -0.824 -1.112
16 C 0.179 -2.601 1.129
17 C 0.033 -3.586 -0.041
18 C 0.121 -3.414 2.424
19 C -1.010 -1.634 1.148
20 C 4.925 -1.963 2.709
21 C 6.290 -1.379 2.347
22 C 4.536 -1.484 4.113
23 C 5.067 -3.493 2.732
24 C 3.535 2.384 -1.673
25 C 3.122 2.976 -0.356
26 C 3.934 3.001 0.729
27 C 3.606 3.773 1.871
28 C 2.455 4.572 1.840
29 C 1.581 4.600 0.777
30 C 1.867 3.704 -0.334
31 O 1.050 3.527 -1.277
32 C 0.357 5.503 0.744
33 C 0.418 6.397 -0.506
34 C -0.933 4.667 0.720
35 C 0.309 6.416 1.972
36 C 4.540 3.746 3.068
37 C 4.032 4.591 4.235
38 C 4.675 2.292 3.542
39 C 5.915 4.280 2.635
40 H -0.336 2.550 -5.733
41 H -1.536 2.021 -4.529
42 H -0.504 3.395 -4.166
43 H 0.636 0.202 -5.718
44 H 0.895 -0.555 -4.121
45 H -0.727 -0.114 -4.615
46 H 1.975 2.159 -5.380
47 H 1.794 3.098 -3.893
48 H 2.823 0.234 -4.044
49 H 3.866 1.634 -3.982
50 H 3.081 -0.821 -2.441
51 H 4.508 0.027 -1.835
52 H 5.085 -0.462 0.339
53 H 2.354 -2.678 2.735
54 H 0.828 -4.334 -0.010
55 H -0.927 -4.110 0.023
56 H 0.093 -3.061 -0.994
57 H 0.897 -4.181 2.466
58 H 0.214 -2.780 3.308
59 H -0.847 -3.920 2.480
60 H -1.095 -1.101 0.205
61 H -1.935 -2.198 1.319
62 H -0.906 -0.894 1.942
63 H 6.273 -0.289 2.318
64 H 7.028 -1.679 3.094
65 H 6.634 -1.741 1.376
66 H 4.421 -0.400 4.137
67 H 3.593 -1.926 4.435
68 H 5.304 -1.764 4.840
69 H 5.345 -3.870 1.746
70 H 5.841 -3.791 3.444
71 H 4.136 -3.979 3.027
72 H 4.604 2.138 -1.633
73 H 3.417 3.184 -2.406
74 H 4.861 2.440 0.709
75 H 2.248 5.192 2.696
76 H 0.381 5.808 -1.420
77 H -0.442 7.070 -0.502
78 H 1.324 7.007 -0.511
79 H -1.044 4.116 -0.210
80 H -0.962 3.956 1.547
81 H -1.785 5.345 0.816
82 H 1.196 7.049 2.050
83 H -0.559 7.070 1.885
84 H 0.199 5.851 2.900
85 H 3.046 4.267 4.571
86 H 4.719 4.485 5.076
87 H 3.982 5.652 3.983
88 H 3.702 1.886 3.818
89 H 5.096 1.650 2.769
90 H 5.331 2.244 4.414
91 H 5.842 5.311 2.284
92 H 6.602 4.256 3.483
93 H 6.350 3.678 1.836
94 C -7.858 -0.282 -2.193
95 C -6.996 0.109 -1.005
96 N -5.561 -0.013 -1.287
97 C -4.856 1.096 -1.591
98 C -3.526 1.134 -1.882
99 C -2.909 2.499 -2.125
100 O -3.652 3.399 -2.494
101 O -1.649 2.561 -1.956
102 C -2.801 -0.090 -1.941
103 O -1.589 -0.207 -2.211
104 C -3.576 -1.305 -1.658
105 C -2.909 -2.535 -1.695
106 C -3.592 -3.662 -1.359
107 F -2.973 -4.870 -1.374
108 C -4.934 -3.628 -0.955
109 C -5.600 -2.426 -0.941
110 C -4.929 -1.243 -1.302
111 N -5.607 -4.820 -0.520
112 C -5.754 -5.826 -1.565
113 C -6.711 -6.904 -1.100
114 N -6.185 -7.502 0.181
115 C -5.972 -6.448 1.239
116 C -5.034 -5.396 0.689
117 H -8.913 -0.183 -1.937
118 H -7.677 -1.312 -2.502
119 H -7.652 0.366 -3.044
120 H -7.230 -0.483 -0.119
121 H -7.169 1.148 -0.734
122 H -5.403 2.031 -1.591
123 H -1.859 -2.553 -1.954
124 H -6.633 -2.423 -0.629
125 H -4.792 -6.280 -1.847
126 H -6.171 -5.363 -2.458
127 H -6.808 -7.711 -1.823
128 H -7.692 -6.493 -0.866
129 H -5.291 -7.961 -0.011
130 H -6.822 -8.222 0.522
131 H -5.569 -6.944 2.120
132 H -6.954 -6.033 1.459
133 H -4.041 -5.839 0.513
134 H -4.912 -4.617 1.441
135 O -0.543 1.476 0.699
136 O 0.774 1.465 0.702